(1)
The following is a DFT calculation (ωB97M-V with the def2-TZVPD basis set) of a molecular structure, C2H6BrNS.

Last column: Löwdin charge in e.
Element x y z (Å)
Br (0.512, 3.169, -0.417)  0.522
S (0.419, -2.430, 0.778)  0.662
N (-0.297, 1.637, -1.035)  -0.518
C (-0.080, -1.081, -0.359)  -0.649
C (0.394, 0.254, 0.196)  -0.230
H (0.421, -1.159, -1.299)  0.050
H (1.570, 0.533, 0.338)  0.124
H (-0.421, -1.983, 1.822)  -0.097
H (-0.063, 0.386, 1.211)  0.065
H (-1.210, -1.146, -0.574)  0.101
H (-1.246, 1.819, -0.662)  -0.030

Output
**E_tot**: -3106.64012 Eh
**Energy relative to the best compared isomer or geometry (same formula, charge and spin)**: 49.0 kcal per mole
**LUMO level**: 0.42 eV
**Kohn-Sham gap**: 9.48 eV
**HOMO level**: -9.05 eV


(2)
The following is a DFT calculation (ωB97M-V with the def2-TZVPD basis set) of a molecular structure, C43H48MnN5O2S2.

Last column: Löwdin charge in e.
Element x y z (Å)
Mn (-0.055, -0.196, -0.576)  0.815
S (0.227, 0.914, 1.538)  0.746
S (2.152, 3.740, 3.827)  0.618
O (1.633, 5.080, 3.810)  -0.308
O (3.546, 3.547, 4.113)  -0.308
N (1.013, -1.853, -0.097)  0.028
N (-1.715, -1.130, 0.084)  0.003
N (-1.244, 1.119, -1.555)  0.031
N (1.487, 0.413, -1.718)  0.022
N (1.738, 2.951, 2.445)  -0.085
C (-5.245, -1.035, 1.371)  -0.195
C (-0.471, 0.914, 6.094)  -0.075
C (3.177, -1.227, -1.084)  0.032
C (3.652, 0.777, -2.466)  -0.133
C (-3.401, 0.523, -0.525)  0.028
C (0.925, -6.218, 0.895)  -0.093
C (1.535, 1.554, -2.493)  -0.227
C (-6.180, -1.593, 0.295)  -0.090
C (1.178, 2.739, 4.903)  -0.234
C (1.659, -3.797, 0.924)  -0.147
C (1.023, 2.809, 6.274)  -0.042
C (3.042, 2.624, -5.322)  -0.092
C (-3.045, 2.411, -2.116)  -0.150
C (-3.381, -3.306, 2.648)  -0.195
C (-3.805, -1.323, 1.086)  -0.132
C (-0.691, -3.021, 1.239)  0.025
C (2.762, -3.288, 0.256)  -0.146
C (-1.724, -2.191, 0.973)  -0.244
C (-1.939, 2.931, -2.766)  -0.150
C (5.893, 1.051, -1.368)  -0.085
C (-5.313, 2.058, -3.180)  -0.095
C (-1.877, 4.154, -3.628)  -0.205
C (3.322, 2.904, -3.844)  -0.195
C (4.135, -3.876, 0.151)  -0.199
C (1.554, -5.075, 1.697)  -0.199
C (-3.038, -2.305, 1.591)  -0.134
C (-4.465, 2.881, -2.206)  -0.202
C (-0.842, 2.126, -2.400)  -0.231
C (4.373, -4.627, -1.162)  -0.093
C (0.182, 1.875, 6.865)  -0.086
C (0.483, 2.345, -2.814)  0.034
C (2.342, -2.088, -0.351)  -0.233
C (2.772, -0.088, -1.694)  -0.228
C (5.127, 0.569, -2.603)  -0.197
C (-2.592, 1.307, -1.369)  -0.233
C (-2.867, -2.878, 4.026)  -0.089
C (-2.977, -0.566, 0.155)  -0.238
C (0.540, 1.796, 4.131)  -0.228
C (0.907, 1.976, 2.672)  -0.768
C (0.602, -2.895, 0.697)  -0.237
C (-1.492, 5.411, -2.843)  -0.092
C (-0.298, 0.864, 4.715)  -0.033
C (2.898, 1.778, -2.955)  -0.130
H (-1.165, 3.999, -4.444)  0.101
H (-4.464, -3.447, 2.682)  0.102
H (-3.301, -1.918, 4.313)  0.074
H (1.512, -6.425, -0.003)  0.065
H (2.815, 3.823, -3.538)  0.109
H (5.382, -5.045, -1.211)  0.064
H (0.864, -7.137, 1.483)  0.064
H (3.338, 3.466, -5.951)  0.066
H (0.032, 1.893, 7.938)  0.097
H (-4.476, 3.930, -2.513)  0.100
H (-5.929, -1.183, -0.685)  0.065
H (-4.429, 0.833, -0.395)  0.102
H (-1.453, 6.294, -3.485)  0.064
H (3.588, 1.739, -5.654)  0.073
H (4.219, -1.504, -1.173)  0.100
H (1.537, 3.558, 6.861)  0.117
H (0.672, 3.205, -3.443)  0.101
H (-5.391, 0.044, 1.463)  0.109
H (-2.214, 5.599, -2.045)  0.073
H (4.304, -4.555, 0.991)  0.098
H (-1.122, 0.196, 6.578)  0.098
H (-0.082, -5.950, 0.570)  0.069
H (-0.863, -3.839, 1.925)  0.100
H (1.980, 2.432, -5.485)  0.069
H (-4.927, 2.860, -1.215)  0.105
H (4.236, -3.960, -2.016)  0.069
H (-0.796, 0.127, 4.096)  0.089
H (-7.224, -1.354, 0.509)  0.066
H (0.972, -4.912, 2.609)  0.103
H (-6.340, 2.428, -3.232)  0.064
H (5.556, 0.526, -0.473)  0.073
H (-3.119, -3.612, 4.795)  0.066
H (5.719, 2.115, -1.200)  0.078
H (-5.341, 1.010, -2.874)  0.064
H (2.550, -5.376, 2.035)  0.098
H (-4.884, 2.092, -4.184)  0.073
H (-5.512, -1.457, 2.343)  0.102
H (-6.083, -2.678, 0.229)  0.074
H (4.389, 3.092, -3.702)  0.104
H (3.658, -5.446, -1.272)  0.064
H (6.968, 0.891, -1.477)  0.066
H (-2.847, 4.309, -4.109)  0.100
H (5.487, 1.092, -3.492)  0.101
H (-1.783, -2.756, 4.012)  0.069
H (-0.517, 5.288, -2.368)  0.073
H (-2.959, -4.280, 2.385)  0.106
H (5.333, -0.492, -2.775)  0.105
H (4.885, -3.087, 0.257)  0.104

Output
**E_tot**: -4039.17054 Eh
**Energy relative to the best compared isomer or geometry (same formula, charge and spin)**: 16.0 kcal per mole
**Total charge**: -1
**2S+1**: 6
**LUMO level (alpha / beta)**: 2.16 / 1.39 eV
**Kohn-Sham gap (alpha / beta)**: 4.82 / 5.44 eV
**HOMO level (alpha / beta)**: -2.66 / -4.05 eV


(3)
The following is a DFT calculation (ωB97M-V with the def2-TZVPD basis set) of 2 unconnected molecules or ions with the total composition C2H7N2OS.

Last column: Löwdin charge in e.
Element x y z (Å)
S (-0.234, 2.090, 0.378)  0.134
O (1.060, -2.821, -0.170)  -0.040
N (0.082, -1.259, 1.178)  0.128
N (0.625, -0.708, -0.953)  0.115
C (-1.742, 1.665, -0.561)  -0.681
C (0.625, -1.682, -0.004)  -0.716
H (0.539, 0.251, -0.576)  -0.059
H (0.124, -1.896, 1.948)  0.083
H (1.251, -0.895, -1.718)  0.088
H (-2.139, 0.687, -0.298)  -0.012
H (-1.556, 1.666, -1.637)  -0.012
H (-2.525, 2.401, -0.371)  -0.023
H (-0.050, -0.261, 1.325)  -0.003

Output
**E_tot**: -663.43446 Eh
**Energy relative to the best compared isomer or geometry (same formula, charge and spin)**: 0.0 kcal per mole
**Total charge**: -1
**LUMO level**: 4.01 eV
**Kohn-Sham gap**: 7.08 eV
**HOMO level**: -3.07 eV


(4)
The following is a DFT calculation (ωB97M-V with the def2-TZVPD basis set) of a molecular structure, C11H17B2N7V.

Last column: Löwdin charge in e.
Element x y z (Å)
V (0.052, 0.060, -0.091)  1.288
N (-0.709, -1.298, -1.207)  -0.065
N (-0.482, -0.265, 1.759)  0.020
N (-0.685, 1.408, -2.559)  0.027
N (-0.791, -1.082, -2.619)  0.040
N (1.896, 0.010, -1.993)  0.034
N (-0.667, 1.542, -1.140)  -0.071
N (1.272, 0.079, -3.233)  -0.066
C (-0.738, -0.499, 2.894)  -0.064
C (3.413, -0.031, -3.715)  -0.005
C (-1.766, -3.047, -2.209)  0.056
C (-1.406, -2.114, -3.188)  0.052
C (2.131, 0.067, -4.265)  -0.012
C (3.214, -0.057, -2.323)  -0.093
C (2.677, 1.306, 2.518)  -0.044
C (-1.177, 2.521, -3.094)  0.033
C (-1.523, 3.414, -2.082)  0.040
C (-1.204, 2.776, -0.878)  -0.027
C (-1.328, -2.512, -0.987)  -0.013
B (-1.089, -0.777, 4.385)  -0.260
B (-0.235, 0.164, -3.336)  -0.532
H (4.330, -0.105, -4.240)  0.108
H (-1.649, -1.849, 4.516)  0.071
H (-1.263, 2.618, -4.148)  0.151
H (-0.591, 0.211, -4.492)  0.148
H (3.648, 1.483, 2.016)  0.036
H (-0.096, -0.788, 5.089)  0.066
H (-1.339, 3.125, 0.138)  0.140
H (-1.836, 0.082, 4.814)  0.101
H (1.945, 2.097, 2.282)  0.016
H (-1.556, -2.118, -4.238)  0.153
H (-1.936, 4.382, -2.214)  0.123
H (-1.421, -2.910, 0.016)  0.139
H (1.829, 0.120, -5.290)  0.137
H (2.897, 1.265, 3.602)  0.047
H (2.194, 0.364, 2.164)  -0.017
H (4.016, -0.124, -1.610)  0.119
H (-2.258, -3.970, -2.372)  0.124

Output
**E_tot**: -1805.65775 Eh
**Energy relative to the best compared isomer or geometry (same formula, charge and spin)**: 59.9 kcal per mole
**Total charge**: +2
**2S+1**: 2
**LUMO level (alpha / beta)**: -11.09 / -11.57 eV
**Kohn-Sham gap (alpha / beta)**: 4.61 / 4.12 eV
**HOMO level (alpha / beta)**: -15.70 / -15.70 eV


(5)
The following is a DFT calculation (ωB97M-V with the def2-TZVPD basis set) of a molecular structure, C13H25BrClGdINOP2.

Last column: Löwdin charge in e.
Element x y z (Å)
Gd (0.001, 0.225, 0.166)  0.982
I (0.002, 0.293, -4.086)  0.733
Br (-0.218, -3.458, 4.974)  0.851
Cl (-0.019, -2.061, -0.893)  -0.087
P (-2.849, 0.118, 0.157)  0.675
P (2.849, 0.084, 0.153)  0.675
O (0.021, 2.771, -5.639)  0.005
N (0.003, -0.228, 2.405)  -0.189
C (3.550, 0.223, -1.533)  -0.267
C (3.489, -1.557, 0.687)  -0.256
C (0.092, 0.687, 4.597)  -0.007
C (-0.084, -1.702, 4.267)  -0.635
C (0.004, -0.609, 5.126)  -0.040
C (-3.523, -1.509, 0.689)  -0.256
C (0.012, 1.577, -5.870)  -0.781
C (0.087, 0.854, 3.226)  -0.129
C (3.896, 1.206, 1.127)  -0.269
C (0.007, 0.927, -7.236)  -0.076
C (-3.873, 1.262, 1.131)  -0.269
C (-3.548, 0.273, -1.529)  -0.267
C (-0.075, -1.502, 2.892)  -0.150
H (-3.308, 1.284, -1.897)  0.052
H (3.575, 1.117, 2.174)  0.044
H (-0.893, 0.314, -7.392)  0.095
H (-3.556, 1.165, 2.179)  0.045
H (4.585, -1.662, 0.595)  0.076
H (0.010, 1.723, -7.997)  0.103
H (-3.032, -2.302, 0.102)  0.038
H (-3.221, -1.660, 1.737)  0.043
H (2.983, -2.340, 0.099)  0.037
H (-0.129, -2.300, 2.156)  0.099
H (-4.621, -1.593, 0.596)  0.077
H (0.151, 1.853, 2.748)  0.126
H (-4.636, 0.095, -1.587)  0.076
H (0.162, 1.547, 5.251)  0.131
H (3.323, 1.237, -1.905)  0.052
H (-3.615, 2.286, 0.820)  0.052
H (2.997, -0.470, -2.187)  0.032
H (-3.006, -0.426, -2.184)  0.032
H (3.184, -1.702, 1.734)  0.044
H (4.979, 1.036, 1.055)  0.074
H (3.662, 2.235, 0.816)  0.052
H (-4.959, 1.115, 1.057)  0.074
H (4.635, 0.031, -1.592)  0.076
H (0.005, -0.762, 6.204)  0.131
H (0.902, 0.306, -7.394)  0.095

Output
**E_tot**: -5420.13614 Eh
**Energy relative to the best compared isomer or geometry (same formula, charge and spin)**: 0.0 kcal per mole
**Total charge**: +2
**2S+1**: 8
**LUMO level (alpha / beta)**: -6.94 / -9.63 eV
**Kohn-Sham gap (alpha / beta)**: 7.54 / 4.84 eV
**HOMO level (alpha / beta)**: -14.47 / -14.48 eV


(6)
The following is a DFT calculation (ωB97M-V with the def2-TZVPD basis set) of C3H3N5 in the gas phase.

Last column: Löwdin charge in e.
Element x y z (Å)
N (-1.177, 0.779, -1.155)  0.053
N (1.767, 0.140, -0.473)  0.061
N (1.276, -0.790, 0.113)  0.026
N (-0.296, -1.459, 1.713)  0.122
N (-0.254, 1.744, -0.841)  -0.001
C (-0.930, -0.413, -0.585)  -0.075
C (0.964, 1.437, -0.555)  -0.132
C (-0.078, -0.836, 0.553)  -0.409
H (-1.276, -1.685, 2.318)  0.153
H (-1.718, -1.157, -0.552)  0.101
H (1.721, 2.241, -0.536)  0.101

Output
**E_tot**: -389.68887 Eh
**Energy relative to the best compared isomer or geometry (same formula, charge and spin)**: 112.8 kcal per mole
**LUMO level**: -1.16 eV
**Kohn-Sham gap**: 8.27 eV
**SMILES string**: [H]/N=c1\cnncnn1
**HOMO level**: -9.42 eV